1.
The following is a quantum chemistry calculation of the molecule C4H8N2O2 at a distorted geometry, from OMol25.

Each line ends with the Löwdin charge.
Geometry (Å):
1 C -2.957 -0.672 0.014  0.010
2 C -1.728 -0.202 -0.243  -0.307
3 N -0.577 -0.723 0.211  0.085
4 C 0.559 -0.126 0.051  -0.328
5 C 1.829 -0.977 0.270  -0.151
6 O 2.986 -0.243 -0.087  -0.058
7 N 0.686 1.198 -0.168  -0.026
8 O -0.325 1.894 0.407  -0.031
9 H -3.898 -0.244 -0.372  0.052
10 H -3.007 -1.471 0.726  0.037
11 H -1.646 0.615 -0.930  0.091
12 H 1.600 -1.801 -0.357  0.102
13 H 1.920 -1.308 1.377  0.161
14 H 3.227 -0.264 -0.992  0.077
15 H 1.646 1.527 0.066  0.156
16 H -0.316 2.796 0.029  0.132

E_LUMO = 0.521 eV
Relative energy (zero: lowest compared OMol25 entry of this formula, charge and spin) = 109.7 kcal per mole
HOMO-LUMO gap = 8.31 eV
Spin multiplicity = 1

2.
The following is a quantum chemistry calculation of a cluster of 13 separate species, C36H96N8O8S in total at a distorted geometry, from OMol25.

Each line ends with the Löwdin charge.
Geometry (Å):
1 O 0.935 -0.901 0.596  -0.042
2 H 1.442 -0.581 1.379  0.010
3 H 0.546 -0.279 0.046  -0.015
4 H 0.789 -2.480 0.035  0.057
5 O 1.695 4.278 -0.894  -0.092
6 H 1.677 4.268 -1.865  0.075
7 H 0.968 5.013 0.247  0.129
8 H 2.179 3.341 -0.917  0.025
9 O 5.189 3.837 -4.745  -0.073
10 H 6.027 3.982 -4.214  0.077
11 H 3.739 2.834 -3.255  0.041
12 H 5.314 2.848 -4.710  0.056
13 O 5.791 3.437 0.155  -0.002
14 H 5.768 2.374 -1.011  -0.029
15 H 5.792 2.996 1.017  0.085
16 H 6.468 4.100 0.315  0.095
17 S 3.960 1.559 -1.682  0.584
18 O 3.003 2.104 -0.644  -0.294
19 O 4.089 0.145 -1.744  -0.221
20 O 3.292 2.060 -2.995  -0.085
21 O 5.302 2.251 -1.754  -0.062
22 C 5.533 -0.480 1.272  -0.082
23 C 5.698 -1.646 2.112  -0.283
24 N 5.954 -2.582 2.717  0.166
25 H 6.086 -0.601 0.337  0.055
26 H 5.922 0.406 1.737  0.071
27 H 4.476 -0.401 1.136  0.040
28 C 3.490 -2.308 4.958  -0.037
29 C 2.898 -1.654 3.789  -0.224
30 N 2.508 -1.060 2.901  0.178
31 H 2.900 -3.207 5.176  0.095
32 H 3.608 -1.601 5.768  0.091
33 H 4.474 -2.726 4.721  0.062
34 C 5.381 -1.871 -3.986  -0.041
35 C 5.690 -2.062 -2.562  -0.267
36 N 5.879 -2.119 -1.449  0.171
37 H 6.006 -2.578 -4.511  0.084
38 H 5.556 -0.825 -4.273  0.085
39 H 4.318 -2.040 -4.166  0.083
40 C -1.825 6.296 1.976  -0.050
41 C -0.948 5.693 0.887  -0.206
42 N 0.507 5.556 1.133  -0.114
43 C 0.765 4.427 2.155  -0.130
44 C 2.308 4.146 2.283  -0.061
45 C 1.292 6.811 1.417  -0.170
46 C 0.878 7.986 0.542  -0.069
47 H -2.894 6.257 1.733  0.100
48 H -1.451 7.292 2.259  0.083
49 H -1.710 5.720 2.884  0.070
50 H -1.291 4.665 0.652  0.106
51 H -1.111 6.271 -0.069  0.144
52 H 0.506 4.479 3.203  0.126
53 H 0.364 3.525 1.750  0.100
54 H 2.813 3.977 1.317  0.058
55 H 2.804 5.036 2.680  0.071
56 H 2.504 3.335 2.963  0.079
57 H 2.347 6.678 1.121  0.131
58 H 1.195 7.030 2.472  0.132
59 H -0.170 8.190 0.611  0.054
60 H 1.098 7.798 -0.534  0.100
61 H 1.403 8.925 0.747  0.097
62 C -2.441 -3.680 -3.915  -0.099
63 C -3.903 -3.506 -4.221  -0.238
64 N -4.089 -2.066 -4.485  -0.199
65 C -3.322 -1.430 -5.549  -0.267
66 C -3.428 -2.067 -6.967  -0.072
67 C -5.540 -1.821 -4.725  -0.258
68 C -6.442 -1.982 -3.503  -0.090
69 H -1.865 -3.545 -4.836  0.074
70 H -2.171 -4.687 -3.577  0.078
71 H -2.139 -2.999 -3.139  0.042
72 H -4.250 -4.153 -5.038  0.125
73 H -4.482 -3.712 -3.330  0.104
74 H -3.590 -0.384 -5.680  0.108
75 H -2.275 -1.448 -5.262  0.078
76 H -3.120 -3.107 -6.950  0.061
77 H -4.453 -2.008 -7.351  0.067
78 H -2.875 -1.427 -7.688  0.085
79 H -5.925 -2.385 -5.602  0.120
80 H -5.630 -0.757 -4.997  0.113
81 H -6.531 -3.034 -3.247  0.060
82 H -7.445 -1.616 -3.760  0.080
83 H -6.144 -1.416 -2.612  0.070
84 C -3.468 -0.158 7.742  -0.099
85 C -2.484 -0.884 6.859  -0.287
86 N -3.028 -1.322 5.593  -0.211
87 C -4.050 -2.373 5.708  -0.248
88 C -4.978 -2.505 4.490  -0.078
89 C -1.940 -1.771 4.728  -0.262
90 C -1.017 -0.646 4.184  -0.078
91 H -4.181 -0.789 8.273  0.064
92 H -4.111 0.532 7.154  0.091
93 H -2.910 0.417 8.493  0.077
94 H -1.668 -0.150 6.633  0.116
95 H -2.009 -1.743 7.386  0.127
96 H -3.561 -3.350 5.912  0.123
97 H -4.629 -2.104 6.601  0.105
98 H -4.427 -3.048 3.717  0.052
99 H -5.899 -3.018 4.802  0.080
100 H -5.259 -1.530 4.099  0.073
101 H -2.406 -2.314 3.890  0.083
102 H -1.378 -2.583 5.228  0.116
103 H -1.590 0.270 4.283  0.070
104 H -0.652 -0.777 3.164  0.035
105 H -0.132 -0.553 4.795  0.049
106 C -2.265 1.666 0.730  -0.069
107 C -1.492 2.039 -0.539  -0.251
108 N -0.865 0.907 -1.259  -0.168
109 C -1.898 -0.118 -1.507  -0.276
110 C -3.217 0.304 -2.076  -0.065
111 C -0.233 1.441 -2.500  -0.230
112 C 0.256 0.344 -3.448  -0.065
113 H -1.647 1.243 1.518  0.061
114 H -3.090 0.987 0.540  0.063
115 H -2.690 2.518 1.265  0.074
116 H -2.218 2.536 -1.222  0.119
117 H -0.725 2.796 -0.381  0.080
118 H -1.497 -0.929 -2.125  0.082
119 H -1.990 -0.591 -0.519  0.101
120 H -3.877 0.797 -1.383  0.065
121 H -2.933 1.005 -2.887  0.090
122 H -3.744 -0.523 -2.603  0.070
123 H 0.574 2.090 -2.191  0.073
124 H -0.887 2.155 -3.028  0.117
125 H -0.492 -0.319 -3.916  0.065
126 H 0.945 -0.314 -2.939  0.056
127 H 0.803 0.795 -4.279  0.079
128 C -1.108 -3.409 1.534  -0.047
129 C -0.539 -4.043 0.230  -0.114
130 N 0.804 -3.438 -0.217  -0.106
131 C 0.933 -3.419 -1.729  -0.169
132 C 1.149 -4.783 -2.295  -0.061
133 C 1.976 -4.044 0.519  -0.143
134 C 3.308 -3.368 0.166  -0.070
135 H -1.860 -4.089 1.924  0.087
136 H -1.615 -2.468 1.352  0.068
137 H -0.363 -3.246 2.272  0.055
138 H -0.276 -5.102 0.284  0.123
139 H -1.269 -3.881 -0.567  0.119
140 H 0.004 -2.983 -2.136  0.109
141 H 1.774 -2.714 -1.846  0.120
142 H 0.432 -5.476 -1.885  0.075
143 H 0.978 -4.817 -3.391  0.103
144 H 2.127 -5.218 -2.096  0.084
145 H 2.023 -5.105 0.345  0.123
146 H 1.839 -3.850 1.569  0.112
147 H 3.551 -3.438 -0.905  0.057
148 H 4.124 -3.922 0.641  0.091
149 H 3.298 -2.315 0.458  0.052

Total charge = +2
E_LUMO = -4.262 eV
HOMO-LUMO gap = 7.41 eV
Spin multiplicity = 1

3.
The following is a quantum chemistry calculation of the molecule C2H3NO2S at a distorted geometry, from OMol25.

Each line ends with the Löwdin charge.
Geometry (Å):
1 C 0.565 2.325 0.024  0.088
2 C -0.230 1.455 0.091  -0.207
3 S -1.405 0.182 0.010  0.544
4 N -0.462 -1.204 0.039  -0.030
5 O -2.047 0.285 -1.264  -0.291
6 O -2.206 0.213 1.177  -0.277
7 H 1.321 3.198 -0.051  0.097
8 H -0.700 -1.647 -0.806  0.053
9 H 0.458 -0.966 0.119  0.024

E_LUMO = 0.627 eV
Relative energy (zero: lowest compared OMol25 entry of this formula, charge and spin) = 90.0 kcal per mole
HOMO-LUMO gap = 11.68 eV
Spin multiplicity = 1